(1)
ORCA calculation (the ωB97M-V functional and the def2-TZVPD basis) on one molecule with the formula C4H6O in a non-equilibrium geometry.

## Properties
Net charge: 0
DFT total energy: -6289.513 eV
Multiplicity: 1
Structure (SMILES): C1O[C@H]2C[C@@H]12
ΔE to the lowest compared entry with this formula, charge and spin: 2.405 eV

Positions of all 11 atoms, in Å:
C (0.179, 0.743, 0.974)
C (0.264, -0.660, 0.296)
C (-0.745, -0.750, -0.831)
O (-0.346, 0.565, -1.294)
C (0.733, 0.613, -0.367)
H (0.930, 0.804, 1.769)
H (-0.772, 1.217, 1.168)
H (0.422, -1.225, 1.189)
H (-1.785, -0.858, -0.508)
H (-0.564, -1.440, -1.673)
H (1.684, 0.990, -0.721)

Cartesian forces (eV/Å) of the 6 atoms listed first:
-0.3 0.3 0.0
-0.7 0.5 0.8
-0.3 -0.1 0.2
0.1 0.1 -0.3
0.4 0.4 -0.1
-0.4 -0.1 -0.2

Atom charges from the Mulliken analysis, given in e for atoms 1 to 8: -0.656, -0.262, -0.305, -0.401, -0.108, 0.269, 0.243, 0.393

=====

(2)
ORCA calculation (the ωB97M-V functional and the def2-TZVPD basis) on one molecule with the formula C4H6O in a non-equilibrium geometry.

## Properties
Net charge: 0
DFT total energy: -6289.181 eV
Multiplicity: 1
Structure (SMILES): O=CC1CC1
ΔE to the lowest compared entry with this formula, charge and spin: 2.737 eV

Positions of all 11 atoms, in Å:
O (-2.297, -0.915, 0.129)
C (-1.469, -0.071, 0.477)
C (-0.132, -0.498, 0.126)
C (0.719, 0.233, -0.916)
C (1.161, 0.269, 0.502)
H (-1.799, 0.815, 1.026)
H (-0.902, -1.504, -0.181)
H (1.255, -0.423, -1.601)
H (0.346, 1.142, -1.378)
H (2.036, -0.292, 0.810)
H (1.081, 1.244, 1.006)

Cartesian forces (eV/Å) of the 6 atoms listed first:
-1.3 1.0 0.6
-0.9 0.1 -0.2
-0.9 -0.5 -0.7
-0.2 0.1 -0.2
-0.1 -0.5 0.1
0.1 0.2 -0.1

Atom charges from the Mulliken analysis, given in e for atoms 1 to 8: -0.500, -0.090, -0.093, -0.452, -0.558, 0.388, 0.385, 0.206

=====

(3)
ORCA calculation (the ωB97M-V functional and the def2-TZVPD basis) on one molecule with the formula C4H6O in a non-equilibrium geometry.

## Properties
Net charge: 0
DFT total energy: -6288.641 eV
Multiplicity: 1
Structure (SMILES): C/C=C1/CO1
ΔE to the lowest compared entry with this formula, charge and spin: 3.277 eV

Positions of all 11 atoms, in Å:
C (-0.689, 0.120, -0.075)
C (0.813, 0.539, -0.220)
C (-2.137, 0.398, 0.159)
C (1.794, -0.552, -0.063)
O (-1.469, -0.898, 0.212)
H (0.900, 1.567, -0.448)
H (-2.294, 0.845, 1.163)
H (-2.888, 0.377, -0.642)
H (2.123, -0.599, -1.097)
H (1.210, -1.421, 0.311)
H (2.639, -0.377, 0.700)

Cartesian forces (eV/Å) of the 6 atoms listed first:
5.6 3.6 -1.1
-8.7 -2.5 1.9
1.4 0.2 0.0
0.4 0.2 0.9
0.3 -1.4 0.8
0.4 0.7 -0.2

Atom charges from the Mulliken analysis, given in e for atoms 1 to 8: 0.116, -0.350, -0.072, -0.840, -0.401, 0.366, 0.197, 0.236

=====

(4)
ORCA calculation (the ωB97M-V functional and the def2-TZVPD basis) on one molecule with the formula C4H6O.

## Properties
Net charge: 0
DFT total energy: -6290.080 eV
Multiplicity: 1
Structure (SMILES): C=C=COC
ΔE to the lowest compared entry with this formula, charge and spin: 1.838 eV

Positions of all 11 atoms, in Å:
C (0.467, -1.832, -0.481)
O (-0.687, -1.045, -0.262)
C (-0.175, 2.109, 1.149)
C (-0.352, 1.208, 0.222)
C (-0.548, 0.263, -0.661)
H (1.375, -1.298, -0.174)
H (0.565, -2.127, -1.535)
H (0.352, -2.727, 0.133)
H (-1.019, 2.569, 1.659)
H (0.823, 2.416, 1.453)
H (-0.632, 0.463, -1.731)

Cartesian forces (eV/Å) of the 6 atoms listed first:
0.3 -0.2 0.0
-0.1 0.0 0.1
0.0 -0.1 -0.1
0.0 0.0 0.1
0.0 0.3 0.0
-0.1 -0.1 0.0

Atom charges from the Mulliken analysis, given in e for atoms 1 to 8: -0.601, -0.316, -0.638, 0.323, -0.364, 0.302, 0.255, 0.218

=====

(5)
ORCA calculation (the ωB97M-V functional and the def2-TZVPD basis) on a 2-piece molecular cluster, C4H6O overall in a non-equilibrium geometry.

## Properties
Net charge: 0
DFT total energy: -6287.877 eV
Multiplicity: 1
Structure (SMILES): C1=CC1.C=O
ΔE to the lowest compared entry with this formula, charge and spin: 4.041 eV

Positions of all 11 atoms, in Å:
C (-0.282, -1.034, 0.068)
C (-0.181, -1.017, 1.588)
C (0.850, -0.575, 0.902)
C (0.140, 1.706, -0.811)
O (0.925, 1.514, 0.126)
H (-0.350, -2.052, -0.222)
H (-0.677, -1.234, 2.446)
H (1.809, -0.403, 0.628)
H (0.482, 1.448, -1.914)
H (-0.941, 2.022, -0.616)
H (-0.902, -0.347, -0.544)

Cartesian forces (eV/Å) of the 6 atoms listed first:
-1.3 -0.3 1.1
2.4 2.0 -3.6
-3.1 -2.4 1.0
1.4 -1.0 0.6
-1.8 1.9 -2.5
0.2 -0.8 -1.2

Atom charges from the Mulliken analysis, given in e for atoms 1 to 8: -0.693, -0.298, -0.284, -0.203, -0.431, 0.248, 0.466, 0.458

=====

(6)
ORCA calculation (the ωB97M-V functional and the def2-TZVPD basis) on C4H6O as an isolated structure in a non-equilibrium geometry.

## Properties
Net charge: 0
DFT total energy: -6287.357 eV
Multiplicity: 1
ΔE to the lowest compared entry with this formula, charge and spin: 4.561 eV

Positions of all 11 atoms, in Å:
C (0.705, -1.900, -1.039)
C (-0.127, -0.583, -0.935)
C (-0.472, -2.695, -1.112)
C (0.215, 0.811, 0.512)
O (-1.297, -1.482, -0.820)
H (1.708, -2.168, -0.935)
H (-0.140, 0.027, -1.813)
H (-0.797, -3.717, -1.046)
H (-0.638, 0.265, 1.008)
H (1.126, 0.214, 0.711)
H (0.262, 1.787, 0.140)

Cartesian forces (eV/Å) of the 6 atoms listed first:
-4.0 -1.2 -0.2
1.1 -1.2 1.5
3.2 6.4 1.9
-1.0 -7.5 -1.6
-0.4 -0.7 -0.8
1.4 -0.2 -0.3

Atom charges from the Mulliken analysis, given in e for atoms 1 to 8: -0.490, 0.008, -0.197, -0.806, -0.373, 0.368, 0.252, 0.359

=====

(7)
ORCA calculation (the ωB97M-V functional and the def2-TZVPD basis) on one molecule with the formula C4H6O in a non-equilibrium geometry.

## Properties
Net charge: 0
DFT total energy: -6287.896 eV
Multiplicity: 1
ΔE to the lowest compared entry with this formula, charge and spin: 4.022 eV

Positions of all 11 atoms, in Å:
O (-0.763, -0.608, 1.257)
C (-1.783, -0.678, 0.435)
C (0.347, 0.024, 0.620)
C (1.058, -0.443, -0.591)
C (0.185, 0.789, -0.655)
H (-2.620, -0.421, 1.112)
H (0.877, 0.524, 1.416)
H (2.136, -0.330, -0.591)
H (0.667, -1.319, -1.101)
H (0.629, 1.778, -0.669)
H (-0.733, 0.685, -1.232)

Cartesian forces (eV/Å) of the 6 atoms listed first:
-0.6 0.7 -0.6
-0.3 0.3 0.3
0.5 0.3 0.0
0.2 -0.2 -0.1
0.1 0.2 0.0
-0.5 -1.1 0.2

Atom charges from the Mulliken analysis, given in e for atoms 1 to 8: -0.239, -0.305, 0.024, -0.475, -0.598, 0.150, 0.362, 0.255

=====

(8)
ORCA calculation (the ωB97M-V functional and the def2-TZVPD basis) on one molecule with the formula C4H6O in a non-equilibrium geometry.

## Properties
Net charge: 0
DFT total energy: -6287.766 eV
Multiplicity: 1
Structure (SMILES): C=C=COC
ΔE to the lowest compared entry with this formula, charge and spin: 4.152 eV

Positions of all 11 atoms, in Å:
C (1.359, -0.433, 0.323)
O (0.054, -0.744, -0.092)
C (-1.508, 0.699, 0.513)
C (-1.498, 0.707, -0.829)
C (-0.515, -0.069, -1.237)
H (1.560, 0.648, 0.425)
H (2.064, -0.873, -0.381)
H (1.491, -0.897, 1.309)
H (-2.034, -0.044, 1.109)
H (-0.861, 1.383, 1.061)
H (-0.112, -0.376, -2.199)

Cartesian forces (eV/Å) of the 6 atoms listed first:
0.4 -0.1 -0.1
0.3 -0.7 -0.5
-0.8 0.7 0.2
0.7 -0.3 0.6
0.2 -0.2 0.2
-0.2 -0.2 -0.2

Atom charges from the Mulliken analysis, given in e for atoms 1 to 8: -0.627, -0.346, -0.014, -0.370, -0.328, 0.298, 0.275, 0.229

=====

(9)
ORCA calculation (the ωB97M-V functional and the def2-TZVPD basis) on one molecule with the formula C4H6O2.

## Properties
Net charge: 0
DFT total energy: -8335.676 eV
Multiplicity: 1
ΔE to the lowest compared entry with this formula, charge and spin: 4.785 eV

Positions of all 12 atoms, in Å:
O (1.421, 0.459, 0.031)
C (2.659, 0.069, 0.138)
C (0.498, -0.512, -0.502)
C (-0.749, -0.491, 0.338)
C (-1.709, 0.597, 0.159)
O (-1.952, -0.693, -0.383)
H (3.141, 0.991, 0.547)
H (1.004, -1.481, -0.517)
H (0.243, -0.206, -1.521)
H (-0.705, -1.001, 1.300)
H (-2.354, 0.892, 0.985)
H (-1.496, 1.375, -0.575)

Cartesian forces (eV/Å) of the 6 atoms listed first:
0.5 -0.1 0.0
-0.3 0.4 0.1
-0.2 -0.1 -0.1
0.2 0.0 0.1
0.0 0.3 0.1
-0.2 -0.2 -0.1

Atom charges from the Mulliken analysis, given in e for atoms 1 to 8: -0.143, -0.370, -0.559, 0.158, -0.388, -0.434, 0.187, 0.439

=====

(10)
ORCA calculation (the ωB97M-V functional and the def2-TZVPD basis) on one molecule with the formula C4H6O2 in a non-equilibrium geometry.

## Properties
Net charge: 0
DFT total energy: -8335.391 eV
Multiplicity: 1
ΔE to the lowest compared entry with this formula, charge and spin: 5.070 eV

Positions of all 12 atoms, in Å:
C (0.899, -0.131, 1.250)
C (0.036, -0.660, 0.365)
C (-1.239, -0.074, -0.150)
C (-0.386, 1.193, -0.447)
O (-1.901, -0.875, -1.118)
O (0.110, 1.186, -1.658)
H (0.598, 0.536, 1.993)
H (1.939, -0.327, 1.347)
H (0.674, -1.232, -0.322)
H (-2.209, 0.176, 0.434)
H (-1.254, -0.773, -1.838)
H (0.888, 1.799, -1.725)

Cartesian forces (eV/Å) of the 6 atoms listed first:
-1.2 0.0 0.1
2.2 -0.5 0.4
-2.4 0.7 1.0
-0.8 0.6 0.8
1.9 0.6 -1.2
1.2 -0.3 -1.0

Atom charges from the Mulliken analysis, given in e for atoms 1 to 8: -0.637, -0.220, 0.418, -0.511, -0.504, -0.352, 0.315, 0.273